Record 1
129
Properties=species:S:1:pos:R:3 method="wB97M-V/def2-TZVPD" e_tot_ev=-173213.08078 total_charge=0 e_above_lowest_kcal_mol=263.8 lumo_ev=-2.29 gap_ev=4.733 fmax_ev_per_a=3.97
Pb -0.03575 4.09401 0.14836
O -1.59230 1.14417 1.21164
C -0.70557 0.02260 1.26096
C 0.67980 -0.13041 0.43375
O 1.44475 1.04827 0.28668
H -1.26202 -0.91346 1.21338
H -0.40109 -0.08542 2.30198
H 0.35750 -0.42189 -0.56589
H 1.36439 -0.91455 0.75711
O 0.95447 5.39270 -5.63006
S 1.59140 4.27720 -4.90085
O 1.59497 4.30971 -3.48705
O 1.03642 2.81101 -5.50359
C 1.53906 1.63104 -4.96042
C 1.68278 0.55706 -6.04858
C 3.38989 4.26776 -5.46190
H 0.87407 1.20490 -4.20922
H 2.56364 1.57624 -4.59253
H 0.95673 0.60958 -6.85989
H 1.59971 -0.45133 -5.64318
H 2.66623 0.55752 -6.51860
H 3.87028 5.15617 -5.05194
H 3.26876 4.24925 -6.54499
H 3.86514 3.36441 -5.07955
O -1.11050 -6.42746 -2.65543
S -1.26155 -5.00106 -2.39651
O -0.36310 -3.95676 -2.91889
O -2.87621 -4.66190 -2.82847
C -3.18195 -3.19104 -2.78108
C -2.95031 -2.51262 -4.12608
C -1.46116 -4.85452 -0.46026
H -2.58908 -2.69319 -2.01378
H -4.24853 -3.01676 -2.63919
H -1.90400 -2.20811 -4.15045
H -3.48116 -1.57979 -4.31616
H -3.16926 -3.19953 -4.94360
H -2.44010 -4.43197 -0.23392
H -0.67802 -4.23026 -0.03002
H -1.37409 -5.86422 -0.05896
O 0.45302 4.53441 3.92462
S 1.14726 4.13350 5.11687
O 2.03987 5.08948 5.77753
O 0.04389 3.66316 6.30464
C -1.21414 3.06599 5.96849
C -1.60152 2.17734 7.14160
C 2.05110 2.55040 4.87422
H -1.13129 2.46077 5.06575
H -1.95846 3.80387 5.66913
H -2.52567 1.61874 6.99319
H -1.83028 2.86997 7.95156
H -0.76435 1.51818 7.37128
H 1.26307 1.83587 4.63637
H 2.59160 2.22686 5.76376
H 2.71039 2.72358 4.02367
O -2.95095 4.04299 -2.61775
S -4.37517 3.99128 -2.96048
O -5.37986 4.88957 -2.31937
O -4.49680 4.08494 -4.65753
C -3.35152 3.73276 -5.46625
C -3.84444 3.43013 -6.80125
C -5.01734 2.26011 -2.64670
H -2.77862 2.85221 -5.17551
H -2.74834 4.62213 -5.64870
H -3.04920 3.32750 -7.53960
H -4.58299 4.10185 -7.23878
H -4.25377 2.42085 -6.84479
H -6.10142 2.26521 -2.76003
H -4.65628 1.85707 -1.70050
H -4.51769 1.70242 -3.43880
O 3.17178 -6.34335 2.50865
S 4.30351 -5.45050 2.58080
O 5.26858 -5.60144 3.67486
O 5.06768 -5.44922 1.11184
C 4.20869 -5.50913 -0.02828
C 5.00341 -5.89046 -1.25313
C 3.74386 -3.69113 2.63253
H 3.71728 -4.55808 -0.23350
H 3.36627 -6.18865 0.10085
H 5.67960 -5.08123 -1.52886
H 4.40675 -5.85927 -2.16479
H 5.62275 -6.78582 -1.19986
H 4.56212 -3.09061 2.23515
H 3.60315 -3.41727 3.67814
H 2.86673 -3.63880 1.98754
O -5.92184 6.89016 2.36796
S -4.94087 5.91499 2.90996
O -3.57820 5.79224 2.41230
O -4.88078 6.27912 4.54955
C -6.08723 6.61536 5.24900
C -5.72503 6.35684 6.68281
C -5.75137 4.25962 3.10417
H -6.99234 6.07413 4.97345
H -6.30507 7.66656 5.06028
H -4.86787 6.92723 7.04062
H -5.44179 5.31636 6.84179
H -6.61743 6.53700 7.28220
H -6.62914 4.22508 3.74947
H -5.02425 3.55729 3.51176
H -6.08827 4.02208 2.09512
O 6.75762 -2.08598 -6.06895
S 7.21303 -0.73222 -6.20495
O 6.64496 0.09336 -7.26786
O 7.03061 0.13053 -4.80086
C 7.12650 -0.60551 -3.59148
C 5.73812 -0.49047 -2.93896
C 9.09199 -0.70664 -6.47004
H 7.80548 0.00487 -2.99606
H 7.52138 -1.61984 -3.53400
H 5.68784 -0.63714 -1.86004
H 5.03945 -1.15822 -3.44301
H 5.39159 0.53797 -3.04061
H 9.55233 -1.09616 -5.56205
H 9.45932 0.29743 -6.68222
H 9.33768 -1.39914 -7.27514
O -1.43737 -4.02245 7.12169
S -1.64931 -4.14731 5.66386
O -0.56536 -3.87500 4.68630
O -2.34311 -5.64789 5.31320
C -1.57031 -6.69653 4.82996
C -0.80402 -7.34079 5.92042
C -3.14312 -3.18964 5.20065
H -0.98075 -6.34168 3.98462
H -2.26451 -7.30100 4.24618
H -0.10618 -6.60544 6.32087
H -0.12172 -8.11868 5.57771
H -1.38749 -7.66019 6.78393
H -3.03178 -2.23985 5.72373
H -4.05516 -3.70067 5.50908
H -3.06285 -2.90469 4.15163

Record 2
11
Properties=species:S:1:pos:R:3 method="wB97M-V/def2-TZVPD" e_tot_ev=-17482.44250 total_charge=+1 e_above_lowest_kcal_mol=72.7 lumo_ev="-8.35 / -8.26" gap_ev="3.160 / 3.360" fmax_ev_per_a=3.62
C -0.97794 0.57425 0.55128
C -0.07326 0.73095 -0.48631
C -0.97876 -1.22529 -0.64966
N -1.49668 -0.63808 0.44279
N -0.02603 -0.42579 -1.15700
O 3.33533 1.23371 0.25215
P 4.22436 0.13113 0.29272
H -1.22554 1.24594 1.24729
H 0.44209 1.65461 -0.61744
H -1.26957 -2.18007 -1.08980
H -1.95401 -1.10136 1.21398

Record 3
63
Properties=species:S:1:pos:R:3 method="wB97M-V/def2-TZVPD" e_tot_ev=-39089.90163 total_charge=0 e_above_lowest_kcal_mol=38.6 lumo_ev=0.75 gap_ev=8.632 fmax_ev_per_a=0.73
C 0.71968 2.65662 1.17806
C -0.73086 2.21216 1.31595
C -1.59601 2.72269 0.15761
C -1.48029 1.85495 -1.09601
N -2.11005 0.57316 -0.84741
C -1.46921 -0.56404 -1.28601
O -0.55521 -0.49691 -2.09365
N -1.92075 -1.76062 -0.80062
C -1.37313 -2.95244 -1.40980
C -0.05504 -3.36133 -0.74188
C -0.11954 -3.09087 0.77511
C 0.58160 -1.78930 1.17282
O 0.03272 -0.89753 1.78918
N 1.88821 -1.74936 0.84585
C 2.74119 -0.62487 1.15688
C 3.27023 0.07192 -0.07041
C 2.49449 0.21035 -1.20852
C 2.98021 0.86432 -2.32898
C 4.25804 1.38676 -2.31174
C 5.05164 1.26019 -1.18265
C 4.56734 0.60669 -0.05696
O 5.27851 0.43588 1.10007
C 6.59127 0.93526 1.16249
C -1.57536 -3.07038 1.25089
C -2.37999 -1.95789 0.56027
C -3.44313 0.68379 -0.43335
C -4.42892 -0.23395 -0.78291
C -5.73641 -0.05974 -0.37098
C -6.08534 1.05201 0.37738
C -5.13043 2.00161 0.68223
C -3.81137 1.83858 0.27239
O -2.95378 2.85368 0.55839
H 1.17810 2.23328 0.28718
H 1.28916 2.32727 2.04301
H 0.78647 3.74150 1.11826
H -0.77609 1.12424 1.37467
H -1.14760 2.61626 2.24106
H -1.28650 3.74816 -0.08731
H -0.43563 1.68405 -1.35471
H -1.97583 2.35672 -1.93782
H -2.12157 -3.74395 -1.31419
H -1.20612 -2.74894 -2.46863
H 0.75135 -2.78587 -1.19789
H 0.13116 -4.41941 -0.93409
H 0.41015 -3.89072 1.30625
H 2.29799 -2.50262 0.31732
H 2.12936 0.06568 1.74575
H 3.58139 -0.95860 1.77317
H 1.49387 -0.19427 -1.22998
H 2.35488 0.95864 -3.20268
H 4.65084 1.89914 -3.17747
H 6.04664 1.67643 -1.19262
H 7.23730 0.46909 0.41117
H 6.95501 0.67979 2.15680
H 6.61510 2.02264 1.03903
H -1.60369 -2.89738 2.32671
H -2.02288 -4.04559 1.05113
H -3.44629 -2.21940 0.56758
H -2.25378 -1.02684 1.11213
H -4.16335 -1.07629 -1.40193
H -6.48442 -0.78726 -0.64732
H -7.10381 1.19020 0.70619
H -5.38149 2.89262 1.23550

Record 4
13
Properties=species:S:1:pos:R:3 method="wB97M-V/def2-TZVPD" e_tot_ev=-6840.37439 total_charge=+1 e_above_lowest_kcal_mol=27.9 lumo_ev=-4.08 gap_ev=8.180 fmax_ev_per_a=3.78
Cs 12.08995 -24.11676 -15.17354
C 16.39003 -20.35947 -10.48188
C 16.98121 -21.66129 -11.18931
O 17.98584 -22.18810 -10.40739
H 15.67582 -19.79549 -11.08183
H 17.21690 -19.72228 -10.16825
H 15.89895 -20.43634 -9.51182
H 17.42897 -21.31061 -12.11917
H 16.10607 -22.24021 -11.48441
H 18.62341 -22.55550 -11.02393
O 12.73297 -25.77942 -10.36847
H 13.11703 -25.68972 -9.49629
H 12.01011 -26.39563 -10.25016

Please write out number 4 again, unchanged.
13
Properties=species:S:1:pos:R:3 method="wB97M-V/def2-TZVPD" e_tot_ev=-6840.37439 total_charge=+1 e_above_lowest_kcal_mol=27.9 lumo_ev=-4.08 gap_ev=8.180 fmax_ev_per_a=3.78
Cs 12.08995 -24.11676 -15.17354
C 16.39003 -20.35947 -10.48188
C 16.98121 -21.66129 -11.18931
O 17.98584 -22.18810 -10.40739
H 15.67582 -19.79549 -11.08183
H 17.21690 -19.72228 -10.16825
H 15.89895 -20.43634 -9.51182
H 17.42897 -21.31061 -12.11917
H 16.10607 -22.24021 -11.48441
H 18.62341 -22.55550 -11.02393
O 12.73297 -25.77942 -10.36847
H 13.11703 -25.68972 -9.49629
H 12.01011 -26.39563 -10.25016

Please write out number 2 again, unchanged.
11
Properties=species:S:1:pos:R:3 method="wB97M-V/def2-TZVPD" e_tot_ev=-17482.44250 total_charge=+1 e_above_lowest_kcal_mol=72.7 lumo_ev="-8.35 / -8.26" gap_ev="3.160 / 3.360" fmax_ev_per_a=3.62
C -0.97794 0.57425 0.55128
C -0.07326 0.73095 -0.48631
C -0.97876 -1.22529 -0.64966
N -1.49668 -0.63808 0.44279
N -0.02603 -0.42579 -1.15700
O 3.33533 1.23371 0.25215
P 4.22436 0.13113 0.29272
H -1.22554 1.24594 1.24729
H 0.44209 1.65461 -0.61744
H -1.26957 -2.18007 -1.08980
H -1.95401 -1.10136 1.21398